A molecular structure, C46H126IMg2N9O14 in a non-equilibrium geometry, computed with ωB97M-V/def2-TZVPD.

Summary:
Charge   0
LUMO   -0.2 eV
Total energy   -4072.20225 Ha
Multiplicity   1
Highest occupied orbital energy   -8.02 eV
Kohn-Sham gap   7.8 eV

The geometry in XYZ format:
```
198
Properties=species:S:1:pos:R:3:forces:R:3
I 0.9203 -1.6822 -6.0339 0.0 -0.1 0.2
Mg -2.0812 -0.8652 -2.8566 -0.7 0.9 3.2
Mg 3.6669 -1.3471 -2.2011 1.2 2.0 2.3
O 0.8137 -4.9136 3.1593 0.5 0.3 1.8
O -0.3770 -5.7766 -1.8665 0.6 -1.9 -0.9
O -3.8562 -1.1560 -2.1843 -1.3 -0.2 -0.1
O -3.6539 -2.1128 3.2471 0.1 -1.7 1.6
O -0.7235 -0.0257 -1.6835 -0.1 -0.1 -0.3
O 2.5843 -0.1771 4.2393 -1.6 0.8 -1.5
O 2.3341 -2.3929 -1.2402 -0.9 1.4 0.2
O -3.5303 3.9111 -1.4711 0.2 -0.6 0.2
O 3.9098 4.9723 1.1922 1.4 -1.2 -0.5
O 2.8348 4.2220 4.5487 -0.2 0.5 -0.2
O -3.5338 2.2376 -6.0670 -0.5 0.2 0.2
O 4.6693 -0.7273 -0.5574 -0.3 -0.5 -0.9
O 4.8248 -0.2836 -3.3509 -0.1 1.3 -0.9
O -5.5190 1.7575 2.0285 0.4 0.2 0.9
N 2.1398 -0.2122 -2.9601 0.5 1.7 -0.2
N -1.6029 -2.6498 -3.4253 -1.0 -2.9 -1.5
N -2.1144 -1.5092 5.9776 -0.4 0.0 -0.1
N 0.5329 -2.9085 5.2288 -2.1 -1.9 -0.3
N -1.2626 6.6680 -0.4660 0.1 -0.4 1.1
N 7.4023 3.9388 1.4385 0.9 -0.2 0.5
N -2.1103 0.1945 -4.4804 -0.7 0.3 -1.8
N -2.5001 0.4432 3.8009 -1.1 -0.7 0.6
N 3.9550 -2.8889 -3.4467 0.0 -1.1 -1.7
C 2.7442 -2.4407 5.9895 0.5 1.9 -1.1
C 0.0053 -4.9883 2.0534 -0.9 -0.1 -2.2
C -4.5241 0.8248 2.3901 0.4 0.0 1.2
C -0.9257 -0.0489 0.7353 0.6 0.1 0.1
C 1.4020 -1.8431 5.3943 2.3 -0.2 1.9
C -3.9272 2.6549 -0.8883 -0.5 0.9 0.2
C 2.7747 -3.7109 -3.1186 0.7 -1.4 0.2
C 6.2767 1.1313 -0.7370 -0.2 1.1 -1.1
C 2.6863 4.3506 0.9854 -0.6 -0.1 -0.3
C -3.5774 -2.6397 1.9626 -0.5 0.0 -0.4
C -1.0091 -6.1310 2.1023 0.2 -0.9 0.9
C -6.5435 1.1996 1.2617 0.0 0.5 -1.0
C -1.3152 2.4457 -4.2434 1.0 0.7 0.0
C -2.2438 5.9504 -1.2701 0.6 0.0 -1.1
C 2.5612 0.6885 3.0954 1.1 0.8 0.2
C -0.8213 -4.9888 -2.9431 -1.4 1.7 0.9
C 1.9262 -2.1710 0.1121 0.2 -1.0 0.5
C -2.0333 -3.4934 -1.1161 0.2 -0.3 -0.6
C 1.5119 -1.1368 4.0903 1.8 1.1 -0.1
C 2.7800 1.0082 -3.5207 0.4 0.8 1.1
C -3.1926 -2.4809 5.6620 1.0 0.7 -1.4
C -2.4482 1.5043 -3.9756 -1.4 2.5 -0.1
C -3.5551 1.4024 3.4654 0.7 -0.1 -1.2
C 6.0987 -0.5877 -3.8404 0.8 0.0 -0.4
C 6.4042 5.0134 -0.4703 0.1 0.7 0.8
C -6.3232 -1.2794 -2.6921 0.9 -1.0 -0.8
C -3.0697 -3.0684 4.1948 -0.1 1.3 1.1
C -2.4859 4.5248 -0.6960 -1.4 0.7 -0.8
C 4.0860 0.5987 -4.2194 -0.7 0.6 -0.1
C -4.6704 2.8270 -6.7170 0.6 -1.1 -0.3
C 5.0094 3.9915 1.3988 -0.6 3.3 0.7
C 2.9509 -5.1306 -3.6807 0.1 0.0 0.6
C -5.1386 -1.5671 -1.7378 0.7 0.8 0.2
C -4.5427 -1.7937 5.9032 -0.1 -0.5 0.8
C -0.3611 -7.1518 -2.3533 -0.5 -0.2 0.8
C -0.3875 0.6675 -0.5109 -0.9 -1.4 -0.8
C -1.1245 -3.5585 -2.4080 1.4 0.2 2.3
C 6.3096 4.7782 1.0510 -1.9 -1.1 -1.2
C 2.6616 -3.6880 -1.6125 -1.3 -1.8 0.5
C 0.3677 4.4484 4.1181 0.5 0.9 1.0
C 5.7154 -0.0174 0.0416 -0.6 -0.8 -0.7
C 2.9725 2.0785 -2.3485 0.1 -1.4 -0.8
C -3.7670 2.1270 -4.6538 1.0 -0.8 -0.1
C 1.5078 4.0947 5.0747 0.3 -1.6 -0.3
C -1.6877 5.9176 -2.7071 -0.8 -0.6 0.7
C -2.8072 2.5945 2.9690 -0.5 1.4 -0.1
H -1.2538 2.6901 -5.3038 0.0 -0.1 -0.1
H -4.0323 -1.9119 1.2907 0.5 0.1 -0.3
H -4.7537 2.2478 -1.4708 0.5 -0.2 -0.5
H 0.9428 -3.5052 4.5245 -0.3 -0.3 -0.2
H -5.1590 -2.6015 -1.3947 0.1 -0.8 -0.7
H -5.4144 -2.4375 5.7857 0.1 -0.3 -0.2
H 1.3908 -5.6798 3.1976 0.0 -0.1 -0.1
H -4.5278 -1.5084 6.9550 -0.1 0.3 0.0
H -0.0026 -7.9213 -1.6697 1.3 0.8 0.5
H -2.9157 -0.0689 -5.0300 -0.1 -0.6 -0.4
H 1.6789 1.2694 2.8267 -1.1 -0.6 0.7
H -2.0718 2.9389 3.6961 -0.1 -0.1 0.2
H 6.7203 0.3075 -3.8244 0.1 0.0 -0.1
H -7.3268 -1.4815 -2.3179 0.1 0.7 0.7
H -2.5429 -2.9003 1.7388 0.2 0.2 -0.5
H 3.0042 -5.1774 -4.7684 -0.3 0.3 0.0
H 4.8090 -3.4170 -3.3374 0.3 -0.5 1.2
H -3.5357 3.3957 2.8443 0.2 0.3 -0.4
H -1.4882 6.9428 -3.0189 0.5 -0.2 -0.1
H -1.9568 -2.5249 -0.6220 0.1 0.3 -0.4
H -1.3467 0.2685 -5.1373 0.3 -0.2 -0.2
H -1.6181 3.8664 -0.7355 0.4 0.3 0.2
H 5.4832 1.8436 -0.9631 0.1 0.5 0.3
H 3.3419 3.8693 5.2836 0.6 0.0 -0.3
H 6.6130 -1.3494 -3.2544 -0.4 0.1 0.4
H 2.0661 1.4310 -4.2276 0.4 0.2 -0.4
H 6.6994 4.1351 -1.0444 -0.2 -0.2 0.2
H 1.5175 4.5336 6.0724 -0.7 0.7 -0.2
H 0.7046 -5.0551 1.2200 -0.4 -0.5 -0.7
H -1.6962 -4.1973 -0.3552 0.1 -0.3 -0.3
H 3.6785 2.8594 -2.6308 -0.2 0.1 -0.1
H -7.0736 0.3522 1.6963 0.4 -0.3 0.3
H -2.0224 -3.2073 3.9265 0.3 0.2 0.1
H -1.4417 -6.2501 3.0957 0.2 0.5 0.4
H -3.0817 1.9834 -0.7388 0.0 -0.3 -0.4
H -1.3601 3.3904 -3.7015 -0.5 -0.1 0.0
H 1.8977 5.1022 0.9494 0.0 0.1 0.4
H -2.5737 1.4295 -2.8955 -0.5 0.3 0.1
H -5.3828 -1.1373 -0.7664 0.0 1.0 0.3
H 1.7789 -1.1335 0.4119 0.5 0.1 -0.8
H -4.7569 -0.9073 5.3062 0.5 0.0 -0.1
H 6.6032 -0.6262 0.2128 0.0 -0.7 0.6
H -3.1729 6.5154 -1.3457 -0.5 -0.3 0.3
H 3.3892 -1.5812 6.1721 0.3 -0.1 0.2
H -3.0073 -3.2856 6.3735 -0.5 -0.3 -0.1
H -0.3621 2.0156 -3.9355 0.1 -0.3 0.0
H 0.5845 -0.6494 3.7897 -0.3 0.2 0.3
H 3.9007 -5.5246 -3.3190 0.1 -0.1 0.1
H 4.9858 3.8698 2.4818 0.2 -0.6 0.1
H 2.6999 -3.0194 6.9121 -0.7 0.1 0.0
H -1.9104 -6.1572 1.4898 0.5 0.5 -0.7
H -6.1943 -0.3224 -3.1978 -0.3 0.3 0.4
H -4.0525 3.1008 -4.2557 0.5 0.2 0.4
H 2.7211 -2.6219 0.7061 -0.2 0.2 0.5
H -1.2157 -1.8454 5.6623 0.2 -0.8 0.2
H -3.4847 -4.0762 4.1847 -0.8 0.0 -0.5
H -1.6365 6.8002 0.4628 0.1 -0.1 0.3
H 7.1920 5.7538 -0.6095 0.0 0.1 -0.3
H -5.5287 2.1597 -6.6386 -0.4 0.3 0.8
H 0.4971 5.4357 3.6747 0.2 0.0 -0.2
H 6.0495 -0.9769 -4.8573 -0.1 0.1 -0.3
H 2.6329 3.8633 0.0119 0.2 -0.3 -0.3
H -0.5465 0.4582 1.6226 -0.2 0.3 0.2
H -2.2669 2.4120 2.0401 -0.1 -0.1 -0.2
H -0.4978 4.5601 4.7713 -0.3 -0.3 -0.2
H 1.6509 -0.6143 -3.7470 -0.4 -0.6 -0.3
H 3.5169 -4.0363 -1.0334 0.6 0.0 -0.3
H -1.0375 7.6055 -0.7668 -0.2 -0.1 -0.6
H 0.9644 -2.6493 0.2968 0.0 -0.4 -0.2
H 3.8770 0.1057 -5.1688 -0.1 -0.4 0.0
H 2.8506 0.2034 2.1632 0.3 -0.4 0.0
H 2.4904 3.6103 1.7610 -0.3 -0.1 0.2
H -3.8984 0.4589 1.5760 -0.1 0.3 -0.7
H 1.8632 -4.3802 -1.3451 -0.4 0.0 0.1
H 3.9933 -2.9429 -4.4546 -0.5 1.2 -0.8
H -2.9039 4.5983 0.3080 0.5 0.1 0.5
H 1.4220 0.2063 -2.3858 -0.8 -0.7 0.5
H -0.4666 -7.0695 1.9874 -0.1 -0.2 -0.4
H -2.9445 -0.4617 3.7399 0.1 -0.4 0.2
H 3.3725 1.5813 -1.4648 0.2 -0.2 0.0
H -0.1920 -4.9646 -3.8328 0.7 0.0 0.1
H 6.2252 5.7296 1.5763 0.4 0.0 0.0
H 0.1803 3.7147 3.3341 0.2 0.0 0.2
H 3.2370 1.5227 3.2835 0.6 -0.3 0.1
H 1.7872 -1.7660 3.2439 0.0 -0.7 0.0
H -6.0782 0.9571 0.3063 -0.4 -0.6 -0.4
H 0.6978 0.7243 -0.4271 0.5 0.1 0.2
H -2.1986 -0.7023 5.3760 -0.5 0.5 0.3
H -0.5046 -4.0489 1.8397 0.0 0.3 0.7
H 0.1397 -7.2191 -3.3191 -0.1 -0.1 0.0
H -0.7206 1.7039 -0.5664 -0.3 0.3 0.2
H 7.4069 3.8250 2.4420 0.1 0.1 0.3
H 1.4490 3.0254 5.2775 -0.7 -0.3 0.2
H 6.6755 0.9359 -1.7324 0.0 -0.8 0.0
H -2.4360 5.5088 -3.3861 0.0 0.0 0.0
H -4.1792 -3.5429 1.8616 -0.1 -0.3 0.1
H 4.6287 1.5053 -4.4868 0.5 0.0 0.3
H 0.5482 -3.4606 6.0745 -0.4 -0.2 0.1
H -3.0972 -3.6515 -1.2930 0.0 -0.1 -0.2
H -1.7640 0.3629 3.1140 -0.1 0.6 -0.3
H -4.8260 3.8458 -6.3621 -0.3 -0.1 0.0
H -4.6444 1.4982 -4.5029 0.0 -0.5 0.2
H -7.3021 1.9586 1.0707 0.1 0.2 0.1
H 5.4531 5.4147 -0.8201 0.1 0.0 -0.2
H 3.2709 -3.0461 5.2519 -0.1 -0.1 -0.2
H -1.7723 -5.3744 -3.3106 -0.4 -0.3 -0.1
H 7.0999 3.0387 1.0940 0.6 -0.5 -0.1
H -0.8390 5.2337 -2.6916 0.4 0.5 -0.3
H -4.5314 2.7807 -7.7971 0.7 0.5 0.0
H 1.0514 -1.1357 6.1458 -0.3 0.2 0.0
H -1.0794 -2.6588 -4.2890 1.7 0.4 -0.1
H -4.3970 2.7852 0.0866 0.2 0.4 0.4
H -1.3550 -7.5992 -2.3581 -0.7 0.8 -0.9
H -6.3145 -2.0073 -3.5034 0.5 -0.1 -0.4
H 2.1762 -5.8082 -3.3217 -0.1 0.1 -0.1
H -4.1457 1.7230 4.3237 0.1 -0.4 0.3
H 5.3207 0.3706 0.9806 0.4 0.1 0.5
H 7.1308 1.5872 -0.2363 -0.2 0.2 0.3
H -0.5169 -1.0557 0.8206 0.1 -0.1 -0.3
H -2.0066 -0.1792 0.7877 0.0 0.4 -0.2
H 1.8747 -3.2598 -3.5365 0.1 0.3 -0.1
H 2.0180 2.5005 -2.0338 -0.1 0.1 -0.3
H -4.9890 -0.0694 2.8053 -0.2 -0.2 0.2
H -2.3033 -3.2683 -3.8088 -1.8 0.6 -0.1
H 4.9518 3.0272 0.8940 -0.4 0.1 -0.4
H -0.2451 -3.0422 -2.0230 0.8 -0.6 -0.1
```
Forces are in eV/Å.